Entry from the Open Molecules 2025 dataset: a 5-piece molecular cluster, C3H17NO4 overall (ωB97M-V/def2-TZVPD).

```
! wB97M-V def2-TZVPD RIJCOSX def2/J DEFGRID3
* xyz 0 1
C 2.49486 -2.37555 -0.40920
C 1.07800 -2.14661 -0.86202
N 0.84505 -0.95296 -1.70563
C 0.05800 -1.41866 -2.95450
H 2.69805 -3.22515 0.24374
H 3.15030 -1.69911 0.16396
H 2.97647 -2.76596 -1.31859
H 0.29644 -2.31031 -0.06381
H 0.79312 -3.06907 -1.44950
H 1.75024 -0.61121 -1.99662
H 0.75320 -1.29554 -3.77735
H -0.49308 -2.33049 -2.76046
H -0.72183 -0.67040 -3.06544
H 1.18945 1.96967 2.56437
H -0.20791 2.70382 2.34643
O 0.24379 1.89609 2.65245
H -0.77843 -0.17302 -0.43502
H -0.96116 0.13054 1.07476
O -1.42594 0.15172 0.22397
H -3.53059 2.15800 0.83799
H -2.05408 1.75272 0.96616
O -2.74987 2.29607 1.38128
H -2.04676 3.59700 2.14248
H -1.93260 4.25207 3.50838
O -1.42472 4.13633 2.69214
*
```

SMILES = CCNC.O.O.O.O
F_max = 0.0623 Eh/bohr
LUMO = 0.8016 eV
Energy above the lowest of the compared OMol25 structures with the same formula, charge and spin = 25.5 kcal per mole
DFT total energy = -480.1664 hartree
Orbital gap = 10.2387 eV

Löwdin atomic charge list, values in e, 4 entries: -0.120 -0.337 -0.121 -0.076

---

Entry from the Open Molecules 2025 dataset: C13H47ClN20O11Zr as an isolated structure (ωB97M-V/def2-TZVPD).

```
! wB97M-V def2-TZVPD RIJCOSX def2/J DEFGRID3
* xyz 2 1
Zr 1.06928 0.16712 -0.50643
Cl 1.85873 -0.53463 1.74865
C 4.86443 1.38698 -0.35966
C 4.02049 0.82206 -1.57105
C 4.81071 -0.18555 -2.33494
O 2.87229 0.25162 -1.04096
H 5.81712 1.69312 -0.73608
H 4.95756 0.67616 0.44680
H 4.38053 2.23342 0.06229
H 3.79828 1.77420 -2.11480
H 4.80418 -1.12173 -1.82443
H 5.86681 0.20381 -2.33570
H 4.51444 -0.25908 -3.40894
C 0.85582 3.07682 -2.09277
O 0.78167 1.80999 -1.97870
N 1.29195 3.62068 -3.21841
N 0.29997 3.85938 -1.19911
H 1.39224 4.63332 -3.25303
H 1.68948 3.04489 -3.94241
H 0.03176 4.87015 -1.42235
H -0.13786 3.47218 -0.36937
C -3.93664 -0.94238 1.46725
O -5.09428 -0.71353 1.11192
N -3.11654 -1.80233 0.79849
N -3.42598 -0.37814 2.63982
H -2.11290 -1.79953 1.09188
H -3.48808 -2.20130 -0.06573
H -2.87861 -1.05756 3.30095
H -4.29797 0.03960 3.00073
C -5.38923 -2.18522 -2.26149
O -4.16902 -2.03885 -2.02911
N -5.75265 -2.94553 -3.34553
N -6.30664 -1.82455 -1.39830
H -5.05027 -3.07661 -4.01759
H -6.68913 -2.76606 -3.75686
H -6.03444 -1.25317 -0.64120
H -7.29077 -1.98067 -1.48051
C -1.80266 1.47663 0.16179
O -0.95299 0.57039 -0.03833
N -2.89417 1.53163 -0.68274
N -1.59603 2.42075 1.06448
H -3.73185 1.93644 -0.29370
H -3.06415 0.62280 -1.08890
H -2.37019 2.93936 1.39661
H -1.07421 2.13702 1.90364
C 6.47478 -2.14504 0.23938
O 5.41737 -2.75117 0.19929
N 6.96213 -1.51219 1.30463
N 7.25215 -1.91654 -0.89886
H 7.58569 -0.72354 1.15123
H 6.25719 -1.37229 2.02443
H 7.14057 -2.57499 -1.67970
H 8.25032 -1.77295 -0.86331
C -5.47778 3.31135 1.68769
O -4.49662 3.37117 0.94758
N -6.12901 2.16840 1.74888
N -6.04029 4.37010 2.29511
H -5.76217 1.37353 1.24070
H -6.93185 2.00836 2.33548
H -5.55848 5.25333 2.33983
H -6.87614 4.32591 2.85233
C 2.14594 2.82541 1.43335
O 1.35376 2.04476 0.73810
N 3.14502 2.38794 2.24286
N 2.00868 4.11451 1.35067
H 3.56478 2.96902 2.92716
H 3.28373 1.37258 2.16290
H 2.62147 4.76272 1.71535
H 1.15616 4.45920 0.98420
C -0.72670 -2.87177 3.82598
O -1.59115 -2.26914 3.20797
N 0.56294 -2.96592 3.40557
N -1.00626 -3.38075 5.05954
H 0.85848 -2.33149 2.66616
H 1.22208 -3.28824 4.10395
H -0.38056 -3.69113 5.75688
H -1.85526 -3.20272 5.52150
C 1.77229 -2.93143 -0.44256
O 0.85222 -2.01317 -0.40006
N 3.03238 -2.45697 -0.57628
N 1.45051 -4.21246 -0.30624
H 3.92880 -2.95819 -0.51856
H 3.09951 -1.48491 -0.80316
H 2.18922 -4.91669 -0.57917
H 0.51475 -4.44194 -0.17522
C -0.60199 -1.09498 -2.98731
O 0.43611 -0.64201 -2.44938
N -0.84490 -0.77719 -4.28094
N -1.58343 -1.81837 -2.35223
H -1.71101 -1.02967 -4.71389
H -0.17194 -0.11690 -4.80509
H -1.53921 -1.81401 -1.37101
H -2.57479 -1.84361 -2.65186
*
```

F_max = 0.0800 Eh/bohr
LUMO = -3.9107 eV
DFT total energy = -2953.7964 hartree
Orbital gap = 9.6724 eV

Löwdin atomic charge list, values in e, 4 entries: 1.667 0.212 -0.022 -0.466

---

Entry from the Open Molecules 2025 dataset: C26H23F12MgN5O6PS4 as an isolated structure (ωB97M-V/def2-TZVPD).

```
! wB97M-V def2-TZVPD RIJCOSX def2/J DEFGRID3
* xyz 0 2
Mg 1.31501 1.88476 1.26229
F 0.76452 2.41841 6.64147
C 0.32212 2.38444 5.38887
F 0.46509 3.58221 4.84083
F -0.96471 2.04819 5.39005
S 1.25959 1.12544 4.42823
O 0.69887 1.24444 3.08499
O 1.03221 -0.10764 5.10352
N 2.73534 1.61196 4.55272
S 3.70485 2.15720 3.45176
O 3.09110 2.31289 2.13660
O 4.98050 1.53131 3.49429
C 3.98335 3.89669 3.98986
F 4.39766 3.92366 5.25106
F 4.91357 4.44002 3.21086
F 2.86140 4.59852 3.88125
S -2.04661 -1.02588 3.38702
C -1.61518 -1.03102 1.76768
N -2.12639 -0.36254 0.77223
C -1.47242 -0.40783 -0.54144
C -0.89541 -1.77522 -0.82649
N -0.13862 -2.30138 0.31655
C 1.01626 -3.19725 0.11079
C 0.99079 -3.86947 -1.23249
C 0.17517 -4.97439 -1.45305
C 0.12898 -5.57083 -2.70392
C 0.90197 -5.06747 -3.74189
C 1.72275 -3.96970 -3.52606
C 1.76675 -3.37346 -2.27398
C -0.46387 -1.94661 1.52833
S 0.22269 -2.43292 2.97031
C -3.26614 0.54979 0.93093
C -4.46069 0.04105 0.16630
C -5.05335 0.83504 -0.80641
C -6.15600 0.37016 -1.51213
C -6.66412 -0.89272 -1.25197
C -6.07321 -1.69160 -0.28014
C -4.97744 -1.22550 0.42743
H -0.71193 0.37389 -0.57801
H -2.22990 -0.18751 -1.29289
H -0.21905 -1.69943 -1.67474
H -1.68041 -2.49073 -1.08378
H 0.98629 -3.93245 0.91805
H 1.91441 -2.59079 0.23956
H -0.42157 -5.37245 -0.63949
H -0.50489 -6.43227 -2.86814
H 0.86730 -5.53474 -4.71724
H 2.32745 -3.57455 -4.33204
H 2.39245 -2.50675 -2.09935
H -2.95924 1.52934 0.57360
H -3.47145 0.63497 1.99762
H -4.65445 1.82322 -1.00513
H -6.61525 0.99662 -2.26535
H -7.52277 -1.25532 -1.80152
H -6.47382 -2.67438 -0.06852
H -4.52605 -1.84332 1.19681
O 1.65721 -0.04026 0.65053
N 2.11827 -0.18168 -0.54314
N 2.19274 0.91437 -1.18231
O 1.79417 2.04691 -0.68699
C 2.67379 0.88957 -2.53397
C 2.18895 1.84617 -3.40968
C 2.62364 1.82188 -4.72599
C 3.53203 0.86134 -5.14828
C 4.02310 -0.07435 -4.24754
C 3.60156 -0.06250 -2.92741
H 1.49679 2.59265 -3.04688
H 2.25365 2.56241 -5.42230
H 3.87202 0.85271 -6.17529
H 4.75526 -0.80430 -4.56690
H 4.00199 -0.75785 -2.20349
F -0.72099 2.16895 0.83476
P -0.95336 3.85880 1.04636
F 0.65514 3.82746 1.53042
F -1.37986 3.52932 2.54400
F -2.46275 3.69762 0.54726
F -1.04443 5.41032 1.28554
F -0.45240 4.04438 -0.45437
*
```

F_max = 0.0023 Eh/bohr
LUMO (spin up / spin down) = -1.6803 / -2.4896 eV
Energy above the lowest of the compared OMol25 structures with the same formula, charge and spin = 0.2 kcal per mole
DFT total energy = -5062.6639 hartree
Orbital gap (spin up / spin down) = 7.3735 / 6.5670 eV

Löwdin atomic charge list, values in e, 4 entries: 0.603 0.156 -0.680 0.154

---

Number 2 is which compound?
C13H47ClN20O11Zr